Record 1
The following is a DFT calculation (ωB97M-V with the def2-TZVPD basis set) of a molecular structure, C33H29N9O4SScSe.

Geometry as ORCA input:
```
! wB97M-V def2-TZVPD RIJCOSX def2/J DEFGRID3
* xyz 1 1
Sc 0.682 0.445 -0.192
C -2.142 1.346 1.274
N -1.732 0.146 0.483
C -1.718 -1.020 1.404
C -0.689 -0.798 2.478
C -0.887 -1.210 3.787
C 0.079 -0.915 4.733
C 1.202 -0.198 4.350
C 1.333 0.168 3.022
N 0.414 -0.145 2.100
C -2.741 -0.016 -0.587
C -2.693 -1.223 -1.503
C -3.586 -1.228 -2.573
C -3.619 -2.324 -3.411
C -2.758 -3.384 -3.161
C -1.906 -3.287 -2.078
N -1.869 -2.233 -1.259
C -1.357 2.598 1.001
C -1.957 3.845 1.030
C -1.155 4.971 0.930
C 0.214 4.811 0.806
C 0.729 3.529 0.750
N -0.040 2.441 0.847
H -3.210 1.536 1.141
H -2.005 1.120 2.333
H -2.706 -1.165 1.857
H -1.480 -1.909 0.823
H -1.793 -1.736 4.057
H -0.053 -1.223 5.762
H 1.967 0.075 5.063
H 2.193 0.712 2.648
H -3.738 -0.018 -0.123
H -2.696 0.886 -1.203
H -4.242 -0.382 -2.739
H -4.305 -2.354 -4.248
H -2.749 -4.265 -3.787
H -1.217 -4.093 -1.844
H -3.030 3.929 1.136
H -1.596 5.959 0.944
H 0.878 5.659 0.719
H 1.785 3.354 0.594
Se 2.653 -5.897 -4.668
N 1.700 -4.432 -4.986
C 1.671 -3.747 -3.872
C 0.983 -2.471 -3.726
C 0.295 -1.872 -4.783
C -0.342 -0.677 -4.562
C -0.261 -0.100 -3.297
N 0.382 -0.658 -2.281
C 0.996 -1.837 -2.489
C 1.691 -2.430 -1.343
N 1.654 -1.748 -0.182
C 2.333 -2.235 0.851
C 3.048 -3.427 0.807
C 3.064 -4.143 -0.367
C 2.379 -3.637 -1.470
C 2.366 -4.324 -2.757
N 2.958 -5.469 -2.972
H 0.285 -2.359 -5.749
H -0.876 -0.162 -5.347
H -0.709 0.866 -3.110
H 2.323 -1.647 1.755
H 3.577 -3.765 1.685
H 3.601 -5.077 -0.464
C 5.688 0.506 -1.235
C 4.837 1.607 -0.598
C 3.387 1.235 -0.574
N 2.621 0.982 0.361
H 6.738 0.794 -1.244
H 5.378 0.325 -2.263
H 5.600 -0.427 -0.675
H 4.934 2.532 -1.170
H 5.146 1.797 0.429
O 2.477 3.522 -2.006
S 1.905 2.280 -2.430
O 2.908 1.111 -1.970
O 0.666 1.972 -1.622
O 1.680 2.041 -3.820
*
```

Results
HOMO-LUMO gap = 7.87 eV
energy above the lowest of the compared OMol25 structures with the same formula, charge and spin = 0.7388 eV
HOMO = -11.0397 eV
largest force on an atom = 0.22 eV Å⁻¹
E_LUMO = -3.2 eV

Atom charges from the Löwdin analysis, given in e for atoms 1 to 5:
1. Sc 1.0341
2. C -0.1022
3. N -0.1675
4. C -0.1160
5. C -0.2664

---

Record 2
The following is a DFT calculation (ωB97M-V with the def2-TZVPD basis set) of C7H13N in the gas phase in a non-equilibrium geometry.

Geometry as ORCA input:
```
! wB97M-V def2-TZVPD RIJCOSX def2/J DEFGRID3
* xyz 0 1
C 2.127 -0.197 -2.066
C 1.266 0.817 -2.138
C 0.151 0.825 -1.262
C 0.263 1.488 -0.107
C -0.906 1.404 0.867
C -0.837 0.172 1.728
C -0.582 -1.093 0.854
N -0.890 -2.415 1.469
H 1.828 -1.207 -1.653
H 3.085 -0.314 -2.718
H 1.392 1.654 -2.800
H -0.678 0.290 -1.467
H 1.059 2.294 0.177
H -1.827 1.517 0.278
H -1.036 2.366 1.462
H -0.030 0.284 2.453
H -1.678 -0.081 2.284
H -0.946 -0.991 -0.257
H 0.491 -1.122 0.649
H -1.880 -2.593 1.321
H -0.374 -3.098 0.925
*
```

Results
HOMO-LUMO gap = 10.16 eV
energy above the lowest of the compared OMol25 structures with the same formula, charge and spin = 2.9678 eV
HOMO = -9.1555 eV
largest force on an atom = 4.19 eV Å⁻¹
E_LUMO = 1.0 eV
SMILES string = C=C/C=C/CCCN

Atom charges from the Löwdin analysis, given in e for atoms 1 to 5:
1. C -0.0056
2. C -0.2072
3. C -0.1864
4. C -0.0905
5. C -0.2328

---

Record 3
The following is a DFT calculation (ωB97M-V with the def2-TZVPD basis set) of 10 unconnected molecules or ions with the total composition C38H78N2O10 in a non-equilibrium geometry.

Geometry as ORCA input:
```
! wB97M-V def2-TZVPD RIJCOSX def2/J DEFGRID3
* xyz 0 1
C 5.100 0.437 -3.095
N 3.834 1.035 -3.445
C 3.287 2.043 -2.707
C 1.912 2.506 -3.128
O 3.890 2.545 -1.772
H 5.685 1.132 -2.501
H 5.630 0.104 -3.982
H 4.958 -0.420 -2.421
H 3.203 0.549 -4.059
H 1.499 1.938 -3.958
H 1.910 3.556 -3.408
H 1.307 2.400 -2.226
C -2.131 2.486 2.180
N -3.288 2.824 2.997
C -4.556 2.426 2.760
C -5.599 3.006 3.694
O -4.881 1.625 1.899
H -1.229 2.590 2.778
H -2.076 3.181 1.339
H -2.227 1.466 1.812
H -3.092 3.227 3.897
H -5.439 4.068 3.889
H -5.543 2.484 4.652
H -6.587 2.870 3.269
C -2.537 -4.188 -1.537
C -2.096 -3.407 -2.769
C -2.348 -4.323 -3.984
O -2.875 -5.550 -3.431
C -3.449 -5.244 -2.182
H -3.172 -3.596 -0.874
H -1.723 -4.622 -0.958
H -1.096 -2.979 -2.728
H -2.803 -2.581 -2.895
H -1.447 -4.602 -4.525
H -3.132 -3.929 -4.633
H -3.522 -6.167 -1.606
H -4.463 -4.827 -2.250
C 1.684 -4.298 -1.924
C 3.174 -4.085 -1.625
C 3.845 -5.320 -2.249
O 2.835 -6.118 -2.854
C 1.587 -5.774 -2.294
H 1.427 -3.685 -2.793
H 0.960 -4.014 -1.158
H 3.384 -4.035 -0.557
H 3.528 -3.162 -2.082
H 4.349 -5.923 -1.482
H 4.622 -5.071 -2.973
H 1.356 -6.402 -1.424
H 0.787 -5.939 -3.018
C 4.906 -1.694 3.492
C 3.779 -0.938 2.771
C 4.253 0.510 2.673
O 5.673 0.404 2.677
C 6.045 -0.657 3.534
H 5.202 -2.568 2.915
H 4.609 -2.014 4.489
H 2.810 -1.056 3.267
H 3.570 -1.371 1.791
H 3.885 1.129 3.492
H 3.966 0.942 1.717
H 6.277 -0.314 4.550
H 6.984 -1.069 3.154
C -4.931 -0.886 -1.507
C -5.742 -2.084 -2.032
C -6.202 -2.804 -0.752
O -5.374 -2.351 0.286
C -5.111 -0.977 0.012
H -5.224 0.114 -1.827
H -3.882 -1.008 -1.791
H -5.059 -2.706 -2.611
H -6.572 -1.801 -2.677
H -6.151 -3.890 -0.848
H -7.259 -2.571 -0.556
H -4.285 -0.616 0.616
H -6.015 -0.414 0.281
C -3.244 2.534 -3.192
C -3.113 2.343 -4.699
C -1.843 3.140 -5.005
O -1.065 3.120 -3.808
C -1.794 2.455 -2.769
H -3.908 1.826 -2.691
H -3.684 3.503 -2.936
H -4.004 2.656 -5.242
H -2.963 1.282 -4.914
H -2.056 4.180 -5.260
H -1.326 2.657 -5.838
H -1.556 2.969 -1.836
H -1.456 1.416 -2.669
C 0.482 -0.465 -1.177
C 1.552 -0.189 -0.157
C 0.732 0.483 0.934
O -0.460 -0.318 0.961
C -0.719 -0.875 -0.333
H 0.737 -1.199 -1.949
H 0.276 0.441 -1.754
H 2.347 0.409 -0.615
H 2.057 -1.095 0.186
H 0.526 1.540 0.725
H 1.220 0.428 1.908
H -1.631 -0.487 -0.792
H -0.741 -1.963 -0.245
C 1.934 1.658 5.736
C 1.552 0.228 6.181
C 0.352 -0.112 5.291
O -0.258 1.128 4.984
C 0.790 2.075 4.812
H 2.857 1.597 5.157
H 2.165 2.340 6.550
H 1.208 0.287 7.215
H 2.331 -0.525 6.085
H -0.386 -0.736 5.792
H 0.664 -0.623 4.369
H 0.362 3.058 5.027
H 1.113 2.126 3.766
C 2.224 4.518 0.312
C 1.047 4.841 1.205
C 1.666 4.742 2.587
O 2.548 3.600 2.510
C 3.012 3.534 1.162
H 2.783 5.441 0.136
H 2.064 4.082 -0.671
H 0.221 4.124 1.128
H 0.579 5.804 0.993
H 0.948 4.665 3.401
H 2.312 5.606 2.796
H 2.863 2.516 0.788
H 4.092 3.688 1.077
*
```

Results
HOMO-LUMO gap = 9.72 eV
energy above the lowest of the compared OMol25 structures with the same formula, charge and spin = 0.0000 eV
HOMO = -9.3902 eV
largest force on an atom = 1.35 eV Å⁻¹
E_LUMO = 0.3 eV
SMILES string = CNC(C)=O.CNC(C)=O.C1CCOC1.C1CCOC1.C1CCOC1.C1CCOC1.C1CCOC1.C1CCOC1.C1CCOC1.C1CCOC1

Atom charges from the Löwdin analysis, given in e for atoms 1 to 5:
1. C -0.0716
2. N 0.0054
3. C -0.5493
4. C -0.0020
5. O 0.0370

---

Record 4
The following is a DFT calculation (ωB97M-V with the def2-TZVPD basis set) of a molecular structure, C17H29BrEuNO2P2 in a non-equilibrium geometry.

Geometry as ORCA input:
```
! wB97M-V def2-TZVPD RIJCOSX def2/J DEFGRID3
* xyz 0 7
C 1.824 -3.524 1.818
C 1.068 -2.670 1.001
N 1.292 -1.324 1.016
C 2.221 -0.809 1.850
C 3.046 -1.629 2.620
C 2.840 -3.003 2.610
C -0.050 -3.254 0.188
P -0.542 -2.279 -1.287
Eu 0.671 0.305 -0.896
P 0.917 1.753 1.633
C 2.429 0.697 1.915
C -2.088 1.426 -1.035
C -1.865 1.504 -2.420
C -2.697 2.328 -3.201
C -3.705 3.090 -2.598
C -3.853 3.074 -1.199
C -3.025 2.264 -0.419
O -2.245 -3.377 1.572
O -2.765 -0.986 0.962
H 1.595 -4.587 1.789
H 3.827 -1.162 3.214
H 3.463 -3.664 3.209
C 0.588 -2.950 -2.564
C -2.118 -3.047 -1.767
H 2.786 0.967 2.923
H 3.200 0.991 1.176
H -1.082 -3.386 0.917
H 0.220 -4.269 -0.149
C 1.737 3.300 1.099
C 0.494 2.188 3.349
H -1.065 0.915 -2.903
H -2.564 2.367 -4.288
H -4.372 3.705 -3.210
H -4.621 3.689 -0.728
H -3.100 2.269 0.670
H -2.073 -0.412 0.509
H -3.613 -0.729 0.561
H -2.554 -2.375 1.418
H -2.109 -3.542 2.517
H -1.589 0.667 -0.371
H 0.383 -4.023 -2.691
H 0.408 -2.422 -3.513
H 1.639 -2.800 -2.274
H -1.978 -4.119 -1.961
H -2.880 -2.905 -0.988
H -2.463 -2.554 -2.686
H 1.294 2.785 3.808
H -0.436 2.773 3.336
H 0.324 1.276 3.935
H 2.300 3.738 1.934
H 2.394 3.108 0.238
H 0.946 3.995 0.785
Br 3.079 1.120 -1.936
*
```

Results
HOMO-LUMO gap (alpha / beta) = 3.79 / 5.66 eV
energy above the lowest of the compared OMol25 structures with the same formula, charge and spin = 0.0000 eV
expectation value of S² = 12.01
HOMO (alpha / beta) = -3.4378 / -5.4148 eV
largest force on an atom = 2.83 eV Å⁻¹
E_LUMO (alpha / beta) = 0.4 / 0.2 eV

Atom charges from the Löwdin analysis, given in e for atoms 1 to 5:
1. C -0.0419
2. C -0.3306
3. N -0.0170
4. C -0.3491
5. C -0.0467

---

Number 1 is which compound?
C33H29N9O4SScSe

---

The lowest largest force on an atom belongs to which entry?
C33H29N9O4SScSe

---

Which value of energy above the lowest of the compared OMol25 structures with the same formula, charge and spin does entry 4 give?
0.0000 eV